A 2-piece molecular cluster, C3H6N2O overall at a distorted geometry. Source: the Open Molecules 2025 dataset; level of theory: ωB97M-V/def2-TZVPD.

Element x y z (Å)
C (-0.63839, 0.24258, 0.14540)
C (-0.01100, -1.13247, -0.02313)
C (0.32566, 1.41940, 0.45992)
N (-0.40858, -2.45000, -2.75682)
N (-1.13009, -2.26357, -1.88035)
O (-0.80007, -0.80949, 1.02554)
H (-1.51691, 0.62188, -0.34302)
H (1.03801, -1.50211, 0.09915)
H (1.25261, 0.92664, 0.64646)
H (-0.04831, 1.86716, 1.38304)
H (0.41541, 2.06525, -0.38440)
H (-0.76602, -2.74251, -3.74723)

highest occupied orbital energy (spin up / spin down): -7.6 / -7.9 eV
max |F|: 0.062 hartree/bohr
molar mass: 86.1 g mol⁻¹
energy relative to the best compared isomer or geometry (same formula, charge and spin): 628.31 kJ/mol
gap between HOMO and LUMO (spin up / spin down): 8.3 / 9.0 eV

***

A 2-piece molecular cluster, C4H11NO overall at a distorted geometry. Source: the Open Molecules 2025 dataset; level of theory: ωB97M-V/def2-TZVPD.

Element x y z (Å)
C (-1.79788, -1.86240, 0.25158)
C (-0.99739, -1.07306, 0.97381)
N (-0.10901, -0.20193, 0.37754)
C (0.84153, 0.77519, 0.88749)
C (1.78785, 0.16865, 1.94248)
H (-2.28047, -2.67377, 0.77809)
H (-2.23528, -1.54705, -0.68361)
H (-0.70115, -1.24136, 2.00176)
H (-0.14798, -0.30140, -0.61617)
H (1.37682, 1.19759, 0.04691)
H (0.24399, 1.52749, 1.39106)
H (1.50616, -0.78819, 2.37270)
H (2.73906, -0.04701, 1.44122)
H (2.00910, 0.95030, 2.66864)
H (-1.27914, 1.70455, -4.02090)
H (-0.00028, 1.64982, -4.88944)
O (-0.95593, 1.76259, -4.92313)

highest occupied orbital energy: -7.7 eV
max |F|: 0.047 hartree/bohr
SMILES: C=CNCC.O
molar mass: 89.1 g mol⁻¹
energy relative to the best compared isomer or geometry (same formula, charge and spin): 201.50 kJ/mol
gap between HOMO and LUMO: 8.2 eV

***

An isolated ion of composition C9H13Br2N2 and charge +1 at a distorted geometry. Source: the Open Molecules 2025 dataset; level of theory: ωB97M-V/def2-TZVPD.

Element x y z (Å)
C (0.32875, 1.54549, -0.10592)
C (1.79498, 1.66218, -0.16461)
C (2.69544, -0.76335, -0.17155)
C (-0.35629, 0.43183, -0.12245)
C (2.75215, 0.76487, -0.13930)
C (1.55319, -1.37187, -0.55352)
C (-2.46971, 1.29482, 0.35330)
C (-1.80260, -0.87495, 1.16579)
C (-2.12552, -0.59842, -1.24671)
N (3.73667, -1.54806, 0.04194)
N (-1.75798, 0.07826, -0.02627)
Br (4.60432, 1.30331, -0.00703)
Br (1.07532, -3.04508, -0.03378)
H (-0.02461, 2.50951, -0.15925)
H (1.97416, 2.69204, 0.09739)
H (-3.57658, 1.01205, 0.28037)
H (-2.34325, 1.64791, 1.35531)
H (-2.17613, 2.07130, -0.45966)
H (-1.01720, -1.78956, 1.02143)
H (-1.46302, -0.19234, 2.07185)
H (-2.77555, -1.19007, 1.47262)
H (-3.07106, -1.22969, -1.08077)
H (-2.51662, 0.16867, -2.01774)
H (-1.28813, -1.04862, -1.70475)
H (4.70718, -1.02862, 0.16932)
H (3.54211, -2.50159, -0.03601)

highest occupied orbital energy (spin up / spin down): -11.5 / -11.5 eV
charge: +1
max |F|: 0.101 hartree/bohr
molar mass: 309.0 g mol⁻¹
gap between HOMO and LUMO (spin up / spin down): 7.1 / 7.2 eV

***

C25H33MnN5PSb as an isolated structure at a distorted geometry. Source: the Open Molecules 2025 dataset; level of theory: ωB97M-V/def2-TZVPD.

Element x y z (Å)
Mn (0.88151, 0.34930, -0.16782)
N (4.80980, 1.36427, 0.48581)
C (3.57454, 1.80189, 0.48542)
N (2.77128, 0.80844, 0.06166)
C (3.63153, -0.24887, -0.15002)
N (4.87122, 0.05090, 0.12980)
C (3.07048, -1.54817, -0.53424)
C (3.76228, -2.73037, -0.71369)
N (3.12170, -3.89289, -1.01312)
C (1.79636, -3.83941, -1.18371)
C (1.11114, -2.68441, -1.04124)
N (1.71711, -1.52700, -0.67001)
H (5.68768, 1.85238, 0.71538)
H (3.26511, 2.81272, 0.75369)
H (4.81638, -2.83702, -0.50291)
H (1.33439, -4.77403, -1.47805)
H (0.02902, -2.66752, -1.20703)
C (-0.04048, 2.00967, 4.03198)
C (-1.11350, 0.95923, 3.75684)
Sb (-0.52124, -0.30506, 2.07212)
C (1.08050, -1.48679, 3.00718)
C (0.73235, -2.09150, 4.34557)
C (-2.02864, -1.89903, 2.01760)
C (-2.93499, -1.90117, 3.24002)
H (-0.34488, 2.67035, 4.83313)
H (0.15460, 2.64362, 3.15669)
H (0.89706, 1.52848, 4.31540)
H (-2.08656, 1.39588, 3.50618)
H (-1.23060, 0.27131, 4.58567)
H (1.99711, -0.87531, 3.00982)
H (1.22567, -2.27154, 2.26183)
H (0.42430, -1.30947, 5.05668)
H (1.58233, -2.61953, 4.81822)
H (-0.10344, -2.80860, 4.29804)
H (-1.46970, -2.83036, 1.95786)
H (-2.53303, -1.73415, 1.07375)
H (-2.31336, -2.16099, 4.08564)
H (-3.73027, -2.61875, 3.09289)
H (-3.36203, -0.91715, 3.46219)
C (0.80135, 1.22520, -4.01960)
P (-0.08345, 0.75233, -2.48144)
C (-0.50257, 2.39880, -1.82668)
C (-1.60021, 2.55420, -0.94318)
C (-1.85154, 3.77883, -0.34499)
C (-0.92685, 4.82991, -0.46993)
C (0.12617, 4.67561, -1.32321)
C (0.36233, 3.47990, -1.98096)
C (-1.51693, -0.19741, -3.12054)
C (-1.23517, -1.32707, -3.89527)
C (-2.27486, -2.21653, -4.23540)
C (-3.55153, -2.05753, -3.77234)
C (-3.85812, -0.91095, -3.07178)
C (-2.87776, 0.04488, -2.79854)
H (1.83185, 1.53541, -3.73120)
H (0.31413, 2.07104, -4.52439)
H (0.85277, 0.38527, -4.70424)
H (-2.15147, 1.64511, -0.69943)
H (-2.74845, 3.91644, 0.25739)
H (-1.03299, 5.73789, 0.11698)
H (0.83533, 5.49444, -1.49798)
H (1.17854, 3.37681, -2.68950)
H (-0.21933, -1.50759, -4.25685)
H (-2.02507, -3.05470, -4.87339)
H (-4.31603, -2.82287, -3.97138)
H (-4.90076, -0.75114, -2.72217)
H (-3.16211, 1.00438, -2.37518)

highest occupied orbital energy (spin up / spin down): -17.2 / -17.4 eV
charge: +3
max |F|: 0.061 hartree/bohr
molar mass: 611.2 g mol⁻¹
energy relative to the best compared isomer or geometry (same formula, charge and spin): 0.00 kJ/mol
gap between HOMO and LUMO (spin up / spin down): 7.3 / 4.2 eV
multiplicity: 5

***

C29H23FFeI2N3O5 as an isolated structure. Source: the Open Molecules 2025 dataset; level of theory: ωB97M-V/def2-TZVPD.

Element x y z (Å)
Fe (0.05694, -1.66275, -0.62014)
O (-1.45312, -2.04392, -1.91454)
C (-2.13926, -2.98841, -2.38170)
C (-3.00433, -2.75303, -3.51143)
C (-3.72769, -3.75762, -4.06032)
C (-3.67015, -5.08495, -3.53447)
C (-2.89359, -5.34859, -2.45436)
C (-2.11108, -4.33226, -1.83329)
C (-1.39988, -4.64424, -0.66831)
N (-0.64292, -3.76371, -0.04271)
N (-0.09920, -4.18952, 1.09423)
C (0.32566, -3.08989, 1.78062)
O (0.05967, -1.92277, 1.41121)
C (1.10305, -3.31564, 3.02232)
C (1.46403, -2.21776, 3.79722)
C (2.23361, -2.39798, 4.93474)
C (2.65240, -3.67213, 5.29530)
C (2.29865, -4.76866, 4.51922)
C (1.52374, -4.59347, 3.38345)
H (-3.03542, -1.74327, -3.89869)
H (-4.36658, -3.55391, -4.91084)
H (-4.24803, -5.87373, -3.99681)
H (-2.85802, -6.34973, -2.04053)
H (-1.51696, -5.63233, -0.22727)
H (1.15550, -1.23048, 3.48269)
H (2.51841, -1.54320, 5.53399)
H (3.26278, -3.81043, 6.17899)
H (2.63079, -5.76023, 4.79794)
H (1.23626, -5.43640, 2.77025)
I (1.93773, -3.20463, -2.27399)
C (2.73455, -1.41475, -3.08098)
I (1.40479, -0.35046, -4.32825)
H (3.59781, -1.69237, -3.67013)
H (2.97730, -0.80935, -2.21622)
C (1.43764, 4.80975, 2.55297)
C (1.02334, 5.09170, 1.11595)
C (-0.14093, 6.06428, 1.06958)
C (-0.57575, 6.31935, -0.36282)
C (-0.96992, 5.01446, -1.00002)
C (-1.91522, 4.95285, -1.99572)
C (-2.25929, 3.72868, -2.56352)
F (-3.18223, 3.72297, -3.54515)
C (-1.69769, 2.55886, -2.15364)
C (-0.72631, 2.60058, -1.14445)
C (-0.10037, 1.34877, -0.71648)
O (-0.59116, 0.26708, -1.10128)
C (1.05023, 1.48691, 0.11014)
C (1.33544, 2.70763, 0.64332)
N (0.64416, 3.83742, 0.40665)
C (-0.35595, 3.82018, -0.57026)
C (1.99919, 0.34981, 0.40550)
O (2.88547, 0.52591, 1.22893)
O (1.81492, -0.70064, -0.30947)
H (1.52580, 5.75785, 3.08374)
H (2.39718, 4.30196, 2.63023)
H (0.68387, 4.20049, 3.05528)
H (1.86645, 5.53142, 0.57334)
H (0.16439, 6.98952, 1.55831)
H (-0.97562, 5.64517, 1.64054)
H (0.25212, 6.76862, -0.92084)
H (-1.40882, 7.02110, -0.40465)
H (-2.39959, 5.85507, -2.34842)
H (-1.97455, 1.60556, -2.58311)
H (2.18576, 2.76930, 1.30818)

highest occupied orbital energy (spin up / spin down): -7.5 / -7.7 eV
max |F|: 0.015 hartree/bohr
molar mass: 822.2 g mol⁻¹
energy relative to the best compared isomer or geometry (same formula, charge and spin): 85.67 kJ/mol
gap between HOMO and LUMO (spin up / spin down): 7.5 / 5.8 eV
multiplicity: 6

***

C5H10O2 as an isolated structure. Source: the Open Molecules 2025 dataset; level of theory: ωB97M-V/def2-TZVPD.

Element x y z (Å)
C (-1.81200, -0.29562, -0.06190)
C (-0.61256, -0.01085, 0.61600)
C (0.77100, -0.88468, 0.74418)
O (0.92647, -1.87222, -0.21198)
C (1.65023, 0.35847, 0.56283)
C (0.42240, 0.83248, -0.18602)
O (0.51916, 0.49651, -1.49912)
H (-1.64396, 1.57065, -0.56356)
H (-2.75554, -0.31352, 0.47350)
H (-1.81292, -0.80173, -1.02630)
H (-0.75368, 0.43194, 1.60474)
H (0.77402, -1.35588, 1.72981)
H (0.93219, -1.43232, -1.07861)
H (1.80319, 0.90955, 1.49181)
H (2.57227, 0.24136, -0.00662)
H (-0.91300, 2.02199, -0.45360)
H (-0.38513, 0.56399, -1.86694)

highest occupied orbital energy: -7.6 eV
max |F|: 0.012 hartree/bohr
molar mass: 102.1 g mol⁻¹
energy relative to the best compared isomer or geometry (same formula, charge and spin): 623.59 kJ/mol
gap between HOMO and LUMO: 7.9 eV

***

Repeat the second record exactly.
A 2-piece molecular cluster, C4H11NO overall at a distorted geometry. Source: the Open Molecules 2025 dataset; level of theory: ωB97M-V/def2-TZVPD.

Element x y z (Å)
C (-1.79788, -1.86240, 0.25158)
C (-0.99739, -1.07306, 0.97381)
N (-0.10901, -0.20193, 0.37754)
C (0.84153, 0.77519, 0.88749)
C (1.78785, 0.16865, 1.94248)
H (-2.28047, -2.67377, 0.77809)
H (-2.23528, -1.54705, -0.68361)
H (-0.70115, -1.24136, 2.00176)
H (-0.14798, -0.30140, -0.61617)
H (1.37682, 1.19759, 0.04691)
H (0.24399, 1.52749, 1.39106)
H (1.50616, -0.78819, 2.37270)
H (2.73906, -0.04701, 1.44122)
H (2.00910, 0.95030, 2.66864)
H (-1.27914, 1.70455, -4.02090)
H (-0.00028, 1.64982, -4.88944)
O (-0.95593, 1.76259, -4.92313)

highest occupied orbital energy: -7.7 eV
max |F|: 0.047 hartree/bohr
SMILES: C=CNCC.O
molar mass: 89.1 g mol⁻¹
energy relative to the best compared isomer or geometry (same formula, charge and spin): 201.50 kJ/mol
gap between HOMO and LUMO: 8.2 eV